(A)
{"formula": "C6H13NO", "method": "the ωB97M-V functional and the def2-TZVPD basis", "homo_energy_ev": -8.98, "orbital_gap_ev": 9.88, "smiles": "C=C(C)C[C@@H](N)CO", "species": ["C", "C", "C", "C", "C", "N", "C", "O", "H", "H", "H", "H", "H", "H", "H", "H", "H", "H", "H", "H", "H"], "positions_angstrom": [[-0.30, -2.48, 0.48], [0.22, -1.56, -0.32], [1.59, -1.73, -0.94], [-0.54, -0.30, -0.65], [-0.18, 0.86, 0.30], [1.06, 1.50, -0.15], [-1.32, 1.85, 0.44], [-1.09, 2.80, 1.47], [0.25, -3.39, 0.72], [-1.29, -2.48, 0.94], [1.93, -2.75, -0.79], [2.25, -1.04, -0.43], [1.57, -1.53, -2.01], [-1.62, -0.43, -0.63], [-0.26, 0.00, -1.67], [0.05, 0.45, 1.29], [1.39, 2.18, 0.52], [0.93, 1.97, -1.04], [-2.26, 1.33, 0.64], [-1.46, 2.43, -0.47], [-0.94, 2.34, 2.31]], "nbo_charge": [-0.4223, 0.0454, -0.6445, -0.4435, -0.0651, -0.8418, -0.0702, -0.7222, 0.1898, 0.1932, 0.2105, 0.2371, 0.2114, 0.2146, 0.2067, 0.1859, 0.3680, 0.3508, 0.1577, 0.1756, 0.4630]}

---

(B)
{"formula": "C6H13NO", "method": "the ωB97M-V functional and the def2-TZVPD basis", "homo_energy_ev": -9.06, "orbital_gap_ev": 9.99, "smiles": "CCC(N)=O.C=CC", "species": ["C", "C", "C", "N", "O", "H", "H", "H", "H", "H", "H", "H", "C", "C", "C", "H", "H", "H", "H", "H", "H"], "positions_angstrom": [[1.84, 1.43, -0.52], [1.74, 0.06, 0.14], [0.59, -1.09, -0.39], [0.34, -0.92, -1.76], [0.68, -2.19, 0.15], [2.00, 1.33, -1.60], [0.92, 2.00, -0.38], [2.66, 2.00, -0.09], [1.68, 0.12, 1.23], [2.64, -0.51, -0.07], [1.04, -0.51, -2.36], [-0.29, -1.63, -2.13], [-2.21, 0.57, -0.32], [-1.36, -0.05, 0.50], [-1.68, -0.50, 1.89], [-1.95, 0.75, -1.36], [-3.22, 0.82, -0.02], [-0.14, 0.15, 0.34], [-2.72, -0.27, 2.16], [-1.05, 0.02, 2.61], [-1.51, -1.57, 1.99]], "nbo_charge": [-0.6221, -0.5071, 0.6601, -0.8962, -0.6221, 0.1979, 0.2142, 0.2234, 0.2195, 0.2288, 0.4019, 0.3967, -0.4001, -0.1489, -0.6633, 0.2070, 0.1954, 0.2483, 0.2132, 0.2148, 0.2386]}

---

Most stable = (A)

---

(A)
{"formula": "C6H8N2O2", "method": "the ωB97M-V functional and the def2-TZVPD basis", "homo_energy_ev": -8.05, "orbital_gap_ev": 7.76, "smiles": "Cn1c(C=O)cc(=O)n1C", "species": ["C", "N", "C", "C", "O", "C", "C", "O", "N", "C", "H", "H", "H", "H", "H", "H", "H", "H"], "positions_angstrom": [[0.92, 1.46, -0.50], [0.25, 0.17, -0.26], [0.91, -1.03, 0.00], [2.35, -1.07, 0.03], [3.10, -0.28, -0.48], [-0.06, -1.94, 0.33], [-1.33, -1.31, 0.42], [-2.44, -1.69, 0.71], [-1.07, 0.03, -0.01], [-2.02, 1.10, 0.01], [1.21, 1.69, -1.50], [0.29, 2.26, -0.08], [2.01, 1.46, 0.09], [2.71, -1.96, 0.68], [0.02, -2.95, 0.60], [-2.48, 1.15, -1.02], [-2.81, 0.90, 0.78], [-1.55, 2.04, 0.21]], "nbo_charge": [-0.4228, -0.1484, 0.0488, 0.4084, -0.5059, -0.3616, 0.5777, -0.6528, -0.2179, -0.4238, 0.2174, 0.2051, 0.2451, 0.1242, 0.2378, 0.2095, 0.2550, 0.2043]}

---

(B)
{"formula": "C6H8N2O2", "method": "the ωB97M-V functional and the def2-TZVPD basis", "homo_energy_ev": -7.34, "orbital_gap_ev": 8.06, "smiles": "Nc1oc(=O)[nH]c1C1CC1", "species": ["N", "C", "O", "C", "O", "N", "C", "C", "C", "C", "H", "H", "H", "H", "H", "H", "H", "H"], "positions_angstrom": [[-1.43, -1.14, -2.08], [-1.30, -0.38, -0.92], [-2.40, 0.42, -0.70], [-2.27, 0.84, 0.55], [-3.11, 1.43, 1.17], [-1.05, 0.46, 1.00], [-0.35, -0.31, 0.05], [1.08, -0.39, -0.04], [1.98, 0.86, 0.28], [2.06, -0.30, 1.14], [-0.57, -1.57, -2.56], [-2.13, -0.70, -2.68], [-0.76, 0.76, 1.98], [1.49, -1.23, -0.70], [1.40, 1.70, 0.62], [2.88, 0.94, -0.33], [2.78, -1.07, 1.06], [1.70, -0.33, 2.18]], "nbo_charge": [-0.8355, 0.4434, -0.4486, 0.8498, -0.6235, -0.6220, -0.0273, -0.2477, -0.4152, -0.4161, 0.4036, 0.3965, 0.4306, 0.2312, 0.2321, 0.2257, 0.2177, 0.2053]}

---

Most stable = (B)

---

(A)
{"formula": "C2H3ClO2", "method": "the ωB97M-V functional and the def2-TZVPD basis", "homo_energy_ev": [-7.11, -9.37], "orbital_gap_ev": [5.97, 9.33], "species": ["C", "C", "O", "O", "Cl", "H", "H", "H"], "positions_angstrom": [[-0.54, 1.07, -0.21], [-0.60, 0.88, 1.08], [1.04, -1.02, -0.87], [0.88, -1.33, 0.48], [-0.79, 0.38, 2.51], [-1.00, 1.69, -0.92], [0.05, 0.24, -0.73], [0.96, -1.91, -1.34]], "nbo_charge": [-0.4942, 0.0069, -0.4360, -0.3791, 0.2857, 0.2374, 0.3016, 0.4775]}

---

(B)
{"formula": "C2H3ClO2", "method": "the ωB97M-V functional and the def2-TZVPD basis", "homo_energy_ev": -9.95, "orbital_gap_ev": 10.58, "smiles": "O[C@@]1(Cl)CO1", "species": ["O", "C", "Cl", "C", "O", "H", "H", "H"], "positions_angstrom": [[-0.10, -0.18, 1.54], [-0.43, 0.17, 0.31], [-2.09, 0.57, 0.03], [0.59, 0.30, -0.71], [0.10, -0.91, -0.96], [-0.23, -1.13, 1.64], [0.58, 0.94, -1.58], [1.57, 0.24, -0.27]], "nbo_charge": [-0.6647, 0.4444, 0.0336, -0.1237, -0.5496, 0.5127, 0.1793, 0.1681]}

---

Most stable = (B)

---

(A)
{"formula": "C41H38HgIN10O4P", "method": "the ωB97M-V functional and the def2-TZVPD basis", "s2": 0.779, "multiplicity": 2, "homo_energy_ev": [-3.07, -4.85], "total_charge": -1, "orbital_gap_ev": [5.56, 7.31], "species": ["Hg", "C", "C", "N", "C", "C", "C", "O", "C", "C", "N", "C", "C", "C", "C", "C", "C", "I", "C", "O", "H", "H", "H", "H", "H", "H", "H", "H", "H", "H", "H", "H", "C", "N", "C", "C", "N", "C", "P", "C", "N", "C", "C", "N", "C", "C", "N", "C", "C", "N", "C", "H", "H", "H", "H", "H", "H", "H", "H", "H", "H", "H", "H", "H", "H", "H", "O", "C", "N", "C", "C", "O", "N", "C", "C", "C", "C", "C", "C", "C", "C", "C", "C", "C", "C", "H", "H", "H", "H", "H", "H", "H", "H", "H", "H", "H"], "positions_angstrom": [[0.17, 0.47, -1.17], [1.89, -4.58, -1.77], [0.40, -4.30, -1.86], [-0.32, -5.26, -2.46], [-1.65, -5.09, -2.47], [-2.30, -4.00, -1.95], [-3.81, -3.99, -1.95], [-4.38, -4.11, -0.64], [-1.54, -2.93, -1.39], [-2.22, -1.78, -0.94], [-1.78, -0.52, -0.68], [-2.60, 0.17, 0.21], [-3.17, -0.48, 1.32], [-3.99, 0.18, 2.21], [-4.25, 1.53, 2.06], [-3.69, 2.21, 0.99], [-2.90, 1.54, 0.07], [-2.26, 2.62, -1.60], [-0.12, -3.11, -1.35], [0.48, -1.38, -2.75], [2.06, -5.65, -1.76], [2.34, -4.12, -0.89], [2.39, -4.17, -2.66], [-2.22, -5.91, -2.90], [-4.17, -4.85, -2.51], [-4.19, -3.09, -2.43], [-3.78, -3.69, -0.02], [-3.30, -1.86, -0.87], [-2.91, -1.52, 1.47], [-4.40, -0.36, 3.05], [-4.87, 2.07, 2.77], [-3.89, 3.27, 0.85], [0.50, -1.52, -6.84], [0.44, -0.23, -6.18], [-0.22, 0.87, -6.65], [-0.15, 1.80, -5.66], [0.54, 1.29, -4.58], [0.88, 0.06, -4.91], [1.61, -1.23, -3.79], [2.73, -0.06, -2.87], [2.26, 0.83, -2.02], [3.33, 1.46, -1.43], [4.47, 0.93, -1.94], [4.08, -0.03, -2.85], [4.96, -0.93, -3.57], [0.57, -2.61, -0.14], [1.23, -1.49, 0.09], [1.64, -1.53, 1.40], [1.23, -2.69, 1.97], [0.56, -3.38, 0.98], [-0.12, -4.65, 1.16], [1.30, -2.11, -6.40], [0.70, -1.37, -7.90], [-0.44, -2.06, -6.72], [-0.67, 0.89, -7.63], [-0.54, 2.81, -5.65], [3.19, 2.25, -0.72], [5.51, 1.15, -1.76], [5.97, -0.54, -3.52], [4.66, -1.01, -4.61], [4.94, -1.93, -3.13], [2.17, -0.71, 1.85], [1.35, -3.09, 2.96], [-0.23, -4.83, 2.22], [0.45, -5.46, 0.70], [-1.11, -4.62, 0.69], [1.37, 3.87, -0.57], [1.02, 3.30, 0.45], [1.05, 3.89, 1.71], [0.46, 3.04, 2.71], [0.23, 1.75, 1.84], [-0.21, 0.71, 2.30], [0.57, 2.00, 0.56], [-0.88, 3.55, 3.24], [-1.67, 2.73, 4.05], [-2.86, 3.20, 4.58], [-3.29, 4.49, 4.31], [-2.53, 5.30, 3.49], [-1.33, 4.83, 2.96], [1.42, 2.78, 3.87], [2.39, 3.73, 4.19], [3.24, 3.54, 5.27], [3.15, 2.39, 6.04], [2.20, 1.43, 5.72], [1.34, 1.62, 4.65], [1.13, 4.88, 1.77], [-1.36, 1.71, 4.23], [-3.46, 2.54, 5.20], [-4.23, 4.85, 4.72], [-2.86, 6.30, 3.26], [-0.76, 5.48, 2.31], [2.48, 4.62, 3.58], [3.98, 4.30, 5.50], [3.82, 2.24, 6.88], [2.13, 0.52, 6.30], [0.63, 0.85, 4.38]], "mulliken_spin": [-0.0098, 0.0000, -0.0733, 0.1870, -0.0294, 0.0801, 0.0300, 0.0079, -0.0051, 0.4167, 0.1948, -0.0999, 0.0703, -0.0154, 0.0395, -0.0243, 0.0524, 0.0062, 0.1154, 0.0201, -0.0024, -0.0008, -0.0014, -0.0009, 0.0042, -0.0024, 0.0075, 0.0448, 0.0033, -0.0001, 0.0047, -0.0004, 0.0001, 0.0000, 0.0009, -0.0002, 0.0015, -0.0003, 0.0016, -0.0005, 0.0012, 0.0002, -0.0002, 0.0002, -0.0002, -0.0372, 0.0007, -0.0026, 0.0018, 0.0036, 0.0018, 0.0000, 0.0000, -0.0001, 0.0001, 0.0000, 0.0001, 0.0000, 0.0000, 0.0001, 0.0000, 0.0000, 0.0006, 0.0023, 0.0022, 0.0080, 0.0000, -0.0001, -0.0002, 0.0005, 0.0000, -0.0019, -0.0027, 0.0008, -0.0005, -0.0010, -0.0002, 0.0008, -0.0009, 0.0002, -0.0001, 0.0000, 0.0000, 0.0001, -0.0001, 0.0000, 0.0000, 0.0005, 0.0001, 0.0000, 0.0001, 0.0000, 0.0000, 0.0000, 0.0000, 0.0000]}

---

(B)
{"formula": "C41H38HgIN10O4P", "method": "the ωB97M-V functional and the def2-TZVPD basis", "s2": 0.793, "multiplicity": 2, "homo_energy_ev": [-1.67, -3.44], "total_charge": -1, "orbital_gap_ev": [3.87, 5.63], "species": ["Hg", "C", "C", "N", "C", "C", "C", "O", "C", "C", "N", "C", "C", "C", "C", "C", "C", "I", "C", "O", "H", "H", "H", "H", "H", "H", "H", "H", "H", "H", "H", "H", "C", "N", "C", "C", "N", "C", "P", "C", "N", "C", "C", "N", "C", "C", "N", "C", "C", "N", "C", "H", "H", "H", "H", "H", "H", "H", "H", "H", "H", "H", "H", "H", "H", "H", "O", "C", "N", "C", "C", "O", "N", "C", "C", "C", "C", "C", "C", "C", "C", "C", "C", "C", "C", "H", "H", "H", "H", "H", "H", "H", "H", "H", "H", "H"], "positions_angstrom": [[-0.39, 0.04, 0.35], [4.30, 3.01, -0.85], [4.21, 1.53, -1.13], [5.26, 1.02, -1.77], [5.33, -0.31, -1.92], [4.32, -1.17, -1.57], [4.59, -2.64, -1.67], [4.60, -3.30, -0.39], [3.05, -0.69, -1.05], [2.02, -1.60, -0.97], [0.70, -1.60, -0.52], [0.15, -2.83, -0.25], [0.93, -3.92, 0.20], [0.38, -5.15, 0.51], [-0.99, -5.37, 0.42], [-1.79, -4.33, -0.03], [-1.23, -3.11, -0.37], [-2.53, -1.66, -1.13], [3.06, 0.75, -0.57], [1.73, 1.34, -1.00], [5.34, 3.30, -0.97], [3.97, 3.26, 0.17], [3.70, 3.64, -1.52], [6.27, -0.70, -2.32], [5.59, -2.79, -2.08], [3.89, -3.15, -2.34], [3.90, -2.87, 0.13], [2.27, -2.56, -1.41], [1.99, -3.77, 0.36], [1.03, -5.93, 0.87], [-1.43, -6.32, 0.69], [-2.86, -4.47, -0.13], [0.40, 4.18, -3.74], [-0.52, 3.31, -3.02], [-1.73, 2.89, -3.49], [-2.18, 1.96, -2.59], [-1.27, 1.81, -1.59], [-0.28, 2.63, -1.86], [1.21, 2.87, -0.84], [0.32, 2.95, 0.77], [-0.50, 2.06, 1.30], [-0.89, 2.51, 2.51], [-0.29, 3.71, 2.74], [0.47, 3.98, 1.64], [1.34, 5.14, 1.47], [3.01, 0.75, 0.96], [1.91, 0.54, 1.66], [2.30, 0.46, 2.97], [3.65, 0.62, 3.06], [4.10, 0.79, 1.77], [5.51, 0.93, 1.42], [1.13, 4.58, -3.04], [-0.16, 5.01, -4.18], [0.92, 3.64, -4.52], [-2.15, 3.26, -4.41], [-3.10, 1.40, -2.61], [-1.57, 1.95, 3.14], [-0.34, 4.39, 3.58], [1.05, 5.89, 2.22], [1.22, 5.57, 0.48], [2.38, 4.87, 1.62], [1.58, 0.28, 3.76], [4.33, 0.59, 3.89], [6.10, 0.60, 2.28], [5.76, 1.97, 1.19], [5.76, 0.31, 0.56], [-3.24, 0.18, 2.27], [-2.48, -0.64, 2.77], [-2.75, -1.32, 3.95], [-1.71, -2.26, 4.28], [-0.70, -1.92, 3.14], [0.39, -2.46, 3.05], [-1.24, -1.01, 2.31], [-2.15, -3.72, 4.18], [-1.20, -4.74, 4.10], [-1.59, -6.07, 4.02], [-2.93, -6.41, 4.03], [-3.89, -5.41, 4.10], [-3.50, -4.07, 4.17], [-1.10, -1.98, 5.67], [-1.86, -1.32, 6.64], [-1.34, -1.08, 7.90], [-0.05, -1.48, 8.22], [0.71, -2.13, 7.26], [0.19, -2.38, 5.99], [-3.69, -1.34, 4.30], [-0.15, -4.48, 4.05], [-0.83, -6.84, 3.95], [-3.23, -7.45, 3.96], [-4.94, -5.66, 4.09], [-4.26, -3.31, 4.20], [-2.86, -0.98, 6.40], [-1.95, -0.57, 8.64], [0.36, -1.29, 9.20], [1.72, -2.45, 7.48], [0.80, -2.86, 5.24]], "mulliken_spin": [-0.0014, -0.0159, 0.2919, 0.1242, -0.1144, 0.2773, 0.0153, 0.0058, -0.1280, 0.2409, 0.0833, -0.0424, 0.0459, -0.0115, 0.0302, -0.0164, 0.0326, 0.0032, -0.0401, 0.0300, 0.0041, 0.0065, 0.0201, -0.0057, 0.0013, 0.0120, 0.0064, 0.0468, 0.0063, 0.0003, 0.0046, -0.0018, 0.0018, 0.0005, 0.0037, -0.0018, 0.0051, -0.0139, 0.0080, 0.0025, 0.0008, -0.0011, 0.0015, 0.0003, 0.0046, 0.0490, 0.0112, 0.0128, -0.0009, 0.0038, 0.0166, -0.0001, 0.0002, -0.0009, 0.0006, -0.0003, 0.0003, 0.0003, 0.0002, 0.0002, -0.0021, 0.0011, 0.0001, -0.0032, -0.0009, -0.0134, 0.0000, 0.0013, -0.0002, -0.0006, 0.0004, 0.0025, -0.0019, -0.0002, 0.0014, 0.0003, -0.0001, 0.0006, -0.0010, 0.0000, 0.0000, 0.0000, 0.0001, -0.0001, 0.0001, 0.0000, -0.0008, 0.0000, 0.0000, 0.0000, 0.0000, 0.0000, 0.0000, 0.0000, 0.0000, 0.0000]}

---

Most stable = (A)